[1]
{"formula": "C20H18GaN8O4S2", "method": "ωB97M-V/def2-TZVPD", "species": ["Ga", "N", "C", "C", "C", "C", "C", "C", "S", "O", "O", "N", "C", "N", "C", "C", "C", "N", "H", "H", "H", "H", "H", "H", "H", "H", "H", "N", "C", "C", "C", "C", "C", "C", "S", "O", "O", "N", "C", "N", "C", "C", "C", "N", "H", "H", "H", "H", "H", "H", "H", "H", "H"], "coordinates": [[-1.2688, -14.6959, -16.5330], [-0.2031, -7.6486, -20.6429], [-0.8055, -8.7146, -20.0618], [-1.1694, -9.8518, -20.8649], [-1.9680, -10.8775, -20.3493], [-2.1328, -10.9444, -18.9247], [-1.7009, -9.9055, -18.1034], [-1.0907, -8.7584, -18.6450], [-2.5707, -12.4831, -18.2124], [-3.1043, -12.2197, -16.8901], [-3.2983, -13.2166, -19.2242], [-1.0763, -13.1594, -17.8739], [-0.0980, -13.8286, -18.5807], [0.6332, -13.3717, -19.5840], [1.6436, -14.1287, -20.0327], [2.0523, -15.3190, -19.4019], [1.2343, -15.6934, -18.3316], [0.2284, -14.9638, -17.9097], [-0.2015, -7.5629, -21.6517], [0.4872, -7.1166, -20.1079], [-0.9159, -9.8480, -21.9278], [-2.3701, -11.6829, -20.9394], [-1.8496, -10.0756, -17.0276], [-0.8254, -7.9932, -17.9268], [2.0431, -13.7057, -20.9597], [2.8764, -15.9920, -19.8143], [1.4176, -16.5907, -17.7668], [-4.1386, -14.6209, -9.5647], [-3.1602, -14.3807, -10.5158], [-1.9540, -15.1683, -10.4470], [-0.9929, -15.1022, -11.4369], [-1.2227, -14.1939, -12.5402], [-2.3143, -13.2710, -12.4749], [-3.2745, -13.3717, -11.4765], [-0.2348, -14.3543, -14.0019], [-0.5397, -13.2825, -15.0107], [1.1323, -14.4635, -13.5819], [-0.7942, -15.6124, -14.9377], [-1.2817, -16.8623, -14.7247], [-1.0541, -17.5698, -13.5926], [-1.7244, -18.6974, -13.4595], [-2.6664, -19.1362, -14.4068], [-2.8011, -18.3825, -15.5808], [-1.9745, -17.3173, -15.7930], [-4.0716, -15.4355, -8.8944], [-4.8759, -13.9286, -9.5214], [-1.7941, -15.7647, -9.5785], [-0.1315, -15.7668, -11.4498], [-2.3865, -12.5123, -13.2245], [-4.1035, -12.6081, -11.5191], [-1.4339, -19.3108, -12.5971], [-3.3538, -19.9471, -14.1884], [-3.3965, -18.6958, -16.4272]], "forces_ev_per_a": [[1.78, 1.43, 0.11], [0.68, 0.73, 0.14], [-0.65, -1.54, 1.21], [-1.14, 0.49, 0.47], [1.12, 0.55, 1.67], [0.38, 0.19, -1.45], [0.35, 0.00, -0.23], [-0.29, -1.33, -0.69], [-0.47, 2.25, -1.34], [0.27, -1.23, -0.55], [0.59, -0.36, 1.17], [-1.35, -2.02, 1.19], [1.13, 0.63, -0.03], [-0.90, -0.06, -0.09], [-0.35, 0.01, 0.10], [-0.03, -0.38, -0.79], [1.61, -0.58, -0.35], [-1.23, 0.16, -0.22], [0.24, -0.11, 0.43], [-0.67, -0.22, -0.53], [-0.16, 0.09, 0.30], [0.17, -0.08, -0.28], [0.21, 0.56, -0.45], [0.15, 0.31, -0.45], [0.47, -0.50, 0.42], [-1.32, 1.19, 0.83], [0.10, -0.28, 0.05], [0.72, -0.51, -0.10], [0.44, -1.02, 1.38], [-0.45, 1.13, -1.00], [-0.82, 0.72, -1.35], [-0.83, -0.17, 0.62], [1.01, -1.61, 0.06], [-0.29, 1.05, -0.64], [0.42, 1.27, 1.31], [-0.19, -1.29, 0.55], [-0.64, -0.58, -0.60], [-0.06, 1.14, -0.45], [-0.55, -2.28, 0.50], [0.20, 1.42, -0.89], [-0.16, -0.66, -0.52], [-0.60, 0.74, -0.02], [2.20, 0.05, 0.57], [-1.18, 0.36, 0.68], [-0.21, 1.86, -1.30], [0.00, -0.62, 0.41], [0.02, -0.53, 0.38], [-0.14, 0.25, 0.11], [-0.16, 0.28, -0.42], [0.84, -1.17, 0.38], [-0.43, 0.27, -0.25], [0.35, -0.07, -0.15], [-0.20, 0.07, 0.12]], "lowdin_charge": [0.84, 0.11, -0.30, -0.02, -0.04, -0.31, -0.06, 0.00, 0.63, -0.31, -0.28, -0.07, -0.41, 0.17, -0.07, 0.00, -0.07, 0.07, 0.11, 0.12, 0.11, 0.10, 0.12, 0.11, 0.13, 0.14, 0.13, 0.11, -0.29, -0.02, -0.05, -0.27, -0.05, -0.03, 0.72, -0.32, -0.25, -0.12, -0.44, 0.15, -0.10, -0.03, -0.07, 0.09, 0.14, 0.10, 0.10, 0.11, 0.11, 0.14, 0.13, 0.11, 0.12], "charge": 1, "e_tot_ev": -115182.255, "e_homo_ev": -10.3737, "homo_lumo_gap_ev": 5.82, "molar_mass_g_mol": 568.27}

[2]
{"formula": "C20H18I2N2O7Tl", "method": "ωB97M-V/def2-TZVPD", "species": ["Tl", "O", "C", "O", "C", "C", "C", "C", "C", "O", "C", "C", "O", "O", "H", "H", "H", "H", "H", "H", "H", "H", "I", "C", "C", "C", "I", "C", "C", "C", "C", "N", "C", "C", "O", "H", "H", "H", "H", "N", "C", "O", "C", "C", "H", "H", "H", "H", "H", "H"], "coordinates": [[0.1344, 0.1053, -0.3033], [1.4462, -4.0063, 0.3143], [1.4233, -2.7890, 0.4074], [0.9254, -2.0173, -0.4738], [2.1390, -2.1511, 1.6319], [3.0392, -0.9767, 1.2137], [4.0472, -0.6800, 2.3418], [3.1341, 0.0098, 3.3747], [1.7838, -0.0226, 2.6353], [2.1819, 0.1507, 1.2832], [1.2300, -1.4557, 2.6755], [-0.2938, -1.4946, 2.3833], [-0.9693, -2.3095, 2.9899], [-0.7707, -0.6141, 1.5930], [2.7167, -2.9572, 2.0912], [3.4745, -1.0711, 0.2182], [4.8272, -0.0036, 1.9884], [4.5162, -1.5846, 2.7229], [3.4458, 1.0388, 3.5591], [3.0904, -0.5208, 4.3231], [1.0684, 0.7493, 2.9134], [1.3597, -1.9155, 3.6584], [-2.6224, 3.8195, -3.2027], [-3.2262, 1.8260, -2.8609], [-4.3279, 1.2881, -3.4906], [-4.6797, -0.0174, -3.2400], [-6.3874, -0.7810, -4.2478], [-3.9279, -0.8295, -2.3744], [-4.2169, -2.1690, -2.0382], [-3.3697, -2.8702, -1.2237], [-2.2089, -2.2451, -0.7402], [-1.9366, -0.9958, -1.0183], [-2.7639, -0.2687, -1.7790], [-2.4061, 1.1210, -1.9716], [-1.4200, 1.6592, -1.3968], [-4.9076, 1.8933, -4.1736], [-5.1162, -2.6295, -2.4268], [-3.5798, -3.8979, -0.9668], [-1.5036, -2.7785, -0.1241], [1.1723, 4.3655, 0.6400], [0.9321, 3.0927, 0.2381], [0.4158, 2.2934, 0.9905], [1.3858, 2.8107, -1.1842], [1.6107, 1.3426, -1.4955], [0.7942, 4.6595, 1.5251], [1.4119, 5.0799, -0.0253], [2.2936, 3.3949, -1.3714], [0.5843, 3.1921, -1.8218], [2.6108, 1.0239, -1.2152], [1.4386, 1.1339, -2.5469]], "forces_ev_per_a": [[0.34, 0.33, -0.36], [0.00, -0.51, 0.13], [0.58, -0.28, 0.52], [-0.32, 0.58, -0.41], [-0.06, -0.28, -0.54], [0.70, -0.56, -0.01], [0.04, 0.02, -0.19], [-0.13, 0.15, -0.02], [-0.10, 0.09, 0.96], [0.00, 0.22, -0.21], [-0.55, 0.16, 0.01], [0.71, -0.40, 0.72], [-0.15, -0.27, 0.10], [-0.20, 0.84, -0.91], [-0.08, 0.13, -0.08], [-0.11, 0.07, 0.04], [0.00, -0.04, 0.00], [0.04, -0.05, -0.03], [-0.01, -0.02, 0.03], [-0.02, 0.02, 0.08], [0.08, -0.04, -0.08], [-0.05, 0.10, -0.13], [-0.25, -0.27, -0.06], [0.58, 0.66, 0.15], [-0.42, -0.41, -0.16], [-0.72, 0.14, -0.54], [0.31, 0.14, 0.22], [0.40, 0.04, 0.27], [0.09, -0.13, 0.09], [-0.17, 0.15, -0.17], [0.00, -0.12, 0.04], [0.42, -0.11, 0.23], [-0.53, 0.02, -0.39], [-0.17, 0.39, -0.28], [0.38, -0.25, 0.40], [-0.02, -0.02, 0.00], [0.03, -0.01, -0.03], [0.05, -0.02, 0.07], [0.17, -0.04, 0.09], [0.01, 0.42, 0.26], [0.35, 0.38, -0.32], [-0.24, -0.21, 0.23], [-0.18, -0.39, -0.04], [-0.59, -0.36, 0.38], [-0.07, -0.04, -0.04], [0.03, -0.12, -0.02], [-0.09, 0.06, -0.01], [-0.01, 0.07, -0.01], [-0.02, -0.15, 0.07], [-0.02, -0.03, -0.04]], "lowdin_charge": [1.17, 0.03, -0.63, -0.11, -0.10, -0.26, -0.10, -0.10, -0.27, -0.14, -0.10, -0.62, 0.05, -0.08, 0.15, 0.16, 0.11, 0.11, 0.11, 0.11, 0.15, 0.15, 0.84, -0.62, -0.25, -0.66, 0.81, -0.22, -0.05, -0.02, -0.08, 0.08, -0.13, -0.46, -0.17, 0.07, 0.06, 0.11, 0.12, 0.16, -0.52, 0.02, -0.20, -0.18, 0.11, 0.10, 0.11, 0.09, 0.04, 0.05], "charge": -1, "e_tot_ev": -59243.165, "e_homo_ev": -4.8070, "homo_lumo_gap_ev": 6.88, "molar_mass_g_mol": 856.56}